CH26CuO16 as an isolated structure. Source: the Open Molecules 2025 dataset; level of theory: ωB97M-V/def2-TZVPD.

The geometry in XYZ format:
```
44
Properties=species:S:1:pos:R:3:lowdin_charge:R:1
Cu -1.36464 -1.56715 -0.51401 0.434
C 0.13625 -0.14926 -0.26780 -0.695
O -1.05221 -0.17112 0.37097 -0.213
O 0.56056 1.03229 -0.56849 -0.119
O 0.40533 -1.24213 -0.85052 -0.086
O -0.97325 0.58434 2.93982 -0.046
H -0.27486 1.21155 3.12128 0.051
H -0.75324 0.18776 2.06991 0.010
O 0.32754 1.69768 -3.26120 -0.042
H 0.34685 1.67546 -2.31491 -0.021
H 1.14504 1.21698 -3.52209 0.066
O -0.39138 3.11421 0.82749 -0.023
H -0.83492 3.55000 0.13557 0.017
H -0.17711 2.23204 0.54359 -0.031
O -1.56422 -2.98944 0.68160 -0.019
H -2.51175 -3.14475 0.59877 0.103
H -1.43721 -2.46410 1.45568 0.018
O 2.95949 0.28666 -1.31454 -0.048
H 2.89986 -0.48441 -1.81308 -0.006
H 2.01124 0.53280 -1.09379 -0.009
O 0.40332 -4.08190 -1.05113 -0.026
H 0.41504 -3.19083 -1.26947 -0.051
H -0.03890 -4.08358 -0.19851 0.013
O -2.10809 1.49130 -1.40262 -0.026
H -1.28626 1.16219 -0.98377 0.006
H -2.51710 2.20278 -0.94564 0.018
O -1.13287 -2.02445 3.27499 -0.062
H -0.40062 -2.52218 3.62006 0.038
H -0.90104 -1.05027 3.21883 0.016
O -3.30802 0.50400 1.26158 -0.060
H -3.49556 1.39768 0.92723 0.037
H -2.45135 0.26756 0.93275 -0.066
O 0.06427 -1.07328 -3.49770 -0.067
H 0.27269 -1.23447 -2.55597 -0.014
H 0.17123 -0.11016 -3.50847 -0.021
O 1.55220 3.69729 -1.02456 -0.033
H 1.33392 2.99837 -0.42987 -0.027
H 1.89924 3.16740 -1.72891 0.011
O 1.91045 1.35376 1.83512 0.001
H 1.40119 1.03649 1.10830 -0.034
H 2.67540 0.82230 1.72330 0.029
O 2.25896 -2.25326 1.09403 -0.041
H 2.03130 -1.86516 1.94233 0.024
H 1.79321 -1.72100 0.43383 -0.006
```

Properties
DFT total energy   -2898.0398 Ha
Lowest unoccupied orbital energy   2.3 eV
Energy relative to the best compared isomer or geometry (same formula, charge and spin)   0.0 kJ/mol
Total charge   -1